{
  "formula": "C3H8N2OS",
  "method": "the ωB97M-V functional and the def2-TZVPD basis",
  "symbols": ["C", "C", "C", "H", "H", "H", "H", "H", "H", "H", "H", "N", "N", "O", "S"],
  "positions_angstrom": [[2.3197, 0.8191, 1.5332], [-0.3511, -0.2549, -0.4954], [-0.6233, -1.3780, -1.3302], [2.6527, 1.8543, 1.9320], [2.2055, 0.0126, 2.4586], [3.2386, 0.2400, 0.7481], [-0.5815, -1.0101, -2.4651], [-1.5661, -1.9013, -1.0473], [0.0478, -2.2843, -1.2329], [-1.2687, 1.3507, 0.5263], [-3.8591, 0.6975, -0.3022], [0.8446, -0.2314, 0.0182], [-1.4204, 0.4915, -0.0797], [1.0304, 0.9121, 0.8840], [-2.6690, 0.6823, -1.1474]],
  "energy_ev": -19099.4834,
  "e_homo_ev": -8.323,
  "homo_lumo_gap_ev": 8.955,
  "max_force_ha_per_bohr": 0.0924,
  "lumo_ev": 0.632
}